[1]
# C6H10N2O2

An isolated molecule of C6H10N2O2 in a non-equilibrium geometry (ωB97M-V with the def2-TZVPD basis set, OMol25).

Computed properties:
frontier orbital gap	9.3	eV
HOMO level	-0.31622	Eh
SMILES	C[C@H](C(=O)O)[C@H]1CN=CN1
LUMO	0.71	eV

Positions of all 20 atoms, in Å:
C  1.410  -1.574  0.325
C  0.880  -0.463  -0.572
C  1.229  0.937  -0.095
O  1.728  1.282  0.948
O  1.210  2.097  -1.265
C  -0.664  -0.369  -0.571
C  -1.457  -1.029  0.580
N  -2.324  0.029  1.119
C  -1.924  1.135  0.622
N  -0.894  1.059  -0.300
H  1.263  -1.339  1.388
H  0.865  -2.506  0.125
H  2.484  -1.723  0.157
H  1.238  -0.580  -1.603
H  1.572  2.895  -0.859
H  -1.048  -0.659  -1.560
H  -2.056  -1.877  0.227
H  -0.816  -1.406  1.391
H  -2.220  2.113  1.009
H  -0.476  1.977  -1.068

[2]
# C6H10N2O2

An isolated molecule of C6H10N2O2 (ωB97M-V with the def2-TZVPD basis set, OMol25).

Computed properties:
frontier orbital gap	8.2	eV
HOMO level	-0.27843	Eh
SMILES	C=C1NCC[C@@H](C(=O)O)N1
LUMO	0.66	eV

Positions of all 20 atoms, in Å:
C  -2.098  0.873  -1.172
C  -0.800  0.651  -0.947
N  0.128  1.668  -0.761
C  1.450  1.265  -0.344
C  1.358  0.162  0.712
C  0.669  -1.045  0.072
C  -0.183  -1.860  1.038
O  -0.493  -3.007  0.842
O  -0.652  -1.162  2.078
N  -0.219  -0.615  -1.008
H  -2.492  1.870  -1.232
H  -2.779  0.063  -1.353
H  -0.247  2.496  -0.328
H  1.986  0.880  -1.219
H  1.986  2.133  0.041
H  0.763  0.528  1.550
H  2.344  -0.118  1.080
H  1.406  -1.728  -0.373
H  -1.255  -1.713  2.604
H  -0.872  -1.338  -1.281

[3]
# C6H10N2O2

An isolated molecule of C6H10N2O2 in a non-equilibrium geometry (ωB97M-V with the def2-TZVPD basis set, OMol25).

Computed properties:
frontier orbital gap	10.1	eV
HOMO level	-0.34656	Eh
SMILES	[H]/N=C(/O)[C@]12CO[C@H]1CCN2
LUMO	0.67	eV

Positions of all 20 atoms, in Å:
H  -2.736  -0.421  0.511
N  -2.623  0.465  0.028
C  -1.598  0.473  -0.764
O  -1.522  1.648  -1.359
C  -0.291  -0.247  -0.486
C  -0.348  -1.785  -0.543
O  0.203  -1.910  0.774
C  0.106  -0.490  1.005
C  1.434  0.229  1.221
C  1.601  1.062  -0.066
N  0.870  0.349  -1.117
H  -2.290  2.125  -0.689
H  -1.363  -2.205  -0.599
H  0.286  -2.245  -1.315
H  -0.655  -0.270  1.767
H  1.430  0.846  2.129
H  2.234  -0.518  1.312
H  1.155  2.059  0.072
H  2.648  1.207  -0.361
H  1.459  -0.373  -1.520

[4]
# C6H10N2O3

An isolated molecule of C6H10N2O3 in a non-equilibrium geometry (ωB97M-V with the def2-TZVPD basis set, OMol25).

Computed properties:
frontier orbital gap	9.7	eV
HOMO level	-0.32973	Eh
SMILES	CC1=N[C@H](C(=O)O)[C@@H](O)CN1
LUMO	0.69	eV

Positions of all 21 atoms, in Å:
C  -0.400  1.016  2.585
C  -0.288  0.646  1.148
N  -0.723  -0.545  0.803
C  -0.479  -1.090  -0.587
C  0.712  -2.039  -0.617
O  1.710  -1.807  -1.310
O  0.586  -3.128  0.174
C  -0.336  0.016  -1.663
O  -1.567  0.715  -1.839
C  0.695  1.045  -1.088
N  0.240  1.524  0.237
H  -0.135  0.137  3.157
H  0.347  1.812  2.770
H  -1.417  1.384  2.834
H  -1.397  -1.621  -0.825
H  1.415  -3.621  0.055
H  0.018  -0.384  -2.649
H  -1.899  0.976  -0.943
H  0.730  1.917  -1.761
H  1.679  0.618  -1.066
H  0.510  2.428  0.584

[5]
# C6H10N2O4

An isolated molecule of C6H10N2O4 in a non-equilibrium geometry (ωB97M-V with the def2-TZVPD basis set, OMol25).

Computed properties:
frontier orbital gap	10.6	eV
HOMO level	-0.37246	Eh
SMILES	O=CN1CCN(C=O)[C@@H](O)[C@H]1O
LUMO	0.51	eV

Positions of all 22 atoms, in Å:
O  -0.652  3.170  1.175
C  -0.142  2.653  0.229
N  0.474  1.354  0.428
C  0.754  0.845  -1.116
C  -0.152  -0.248  -1.527
N  -0.034  -1.489  -0.508
C  -0.196  -2.730  -1.101
O  -0.507  -2.938  -2.379
C  0.168  -1.054  0.873
O  1.392  -0.780  1.369
C  -0.370  0.318  1.159
O  -0.507  0.342  2.797
H  -0.295  3.136  -0.848
H  1.762  0.389  -1.184
H  0.792  1.785  -1.783
H  -1.386  -0.080  -1.814
H  0.198  -0.885  -2.570
H  0.076  -3.632  -0.229
H  -0.471  -1.903  1.196
H  1.444  -0.087  1.982
H  -1.549  0.527  0.659
H  -0.798  1.307  3.196

[6]
# C6H10N2S

An isolated molecule of C6H10N2S in a non-equilibrium geometry (ωB97M-V with the def2-TZVPD basis set, OMol25).

Computed properties:
frontier orbital gap	8.3	eV
HOMO level	-0.27610	Eh
SMILES	S[C@H]1CN2C=CCN2C1
LUMO	0.76	eV

Positions of all 19 atoms, in Å:
S  -2.456  -0.521  -1.982
C  -0.746  -0.984  -1.335
C  0.320  0.134  -1.641
N  1.317  -0.002  -0.444
C  1.796  1.195  0.023
C  1.484  1.449  1.301
C  0.560  0.316  1.796
N  0.614  -0.581  0.657
C  -0.698  -0.952  0.197
H  -2.098  0.626  -2.820
H  -0.422  -1.958  -1.887
H  0.754  -0.004  -2.658
H  -0.264  0.993  -1.569
H  2.069  1.988  -0.625
H  1.947  2.022  1.997
H  0.778  -0.261  2.672
H  -0.525  0.678  1.754
H  -1.406  -0.070  0.627
H  -1.108  -1.884  0.756